The following is a quantum chemistry calculation of C5H12NO as an isolated structure at a distorted geometry, from OMol25.

Its total charge is -1. The relative energy (zero: lowest compared OMol25 entry of this formula, charge and spin) is 123.30 kcal per mole. Its HOMO energy is -1.712 eV. The largest force on an atom comes out at 4.6 eV/A. The total energy comes out at -8911.7170 eV.

Each line ends with the natural charge from an NBO analysis.
Cartesian coordinates (Å):
C -1.171 0.905 -0.691  -0.24
N -1.223 0.677 0.739  -0.82
C 0.090 0.675 1.401  -0.25
C 1.161 -0.135 0.668  -0.36
C 2.072 0.621 -0.183  0.21
O 3.196 0.230 -0.630  -0.68
C -1.037 -0.433 -1.546  -0.69
H -2.136 1.180 -1.101  0.16
H -0.435 1.637 -1.134  0.10
H -1.166 -3.132 1.572  -0.05
H 0.441 1.718 1.550  0.12
H -0.136 0.209 2.351  0.19
H 1.756 -0.749 1.336  0.23
H 1.270 -0.254 -0.598  0.32
H 1.810 1.675 -0.344  0.14
H -1.476 -2.444 1.569  0.04
H -2.056 -0.815 -1.444  0.20
H -0.505 -0.347 -2.486  0.18
H -0.456 -1.217 -1.029  0.19

The following is a quantum chemistry calculation of an isolated ion of composition C5H12NO and charge -1 at a distorted geometry, from OMol25.

Its total charge is -1. The relative energy (zero: lowest compared OMol25 entry of this formula, charge and spin) is 10.41 kcal per mole. Its HOMO energy is -2.380 eV. The SMILES is CC[C@H](C)NC[O-]. The largest force on an atom comes out at 1.7 eV/A. The total energy comes out at -8916.6122 eV.

Each line ends with the natural charge from an NBO analysis.
Cartesian coordinates (Å):
C -1.210 -0.038 1.854  -0.60
C -0.691 -0.610 0.555  -0.45
C 0.076 0.407 -0.317  -0.05
C -0.949 1.328 -1.008  -0.62
N 0.946 -0.225 -1.286  -0.71
C 2.231 -0.775 -0.656  0.13
O 2.093 -1.950 -0.037  -0.96
H -0.440 0.420 2.474  0.20
H -1.664 -0.801 2.504  0.19
H -2.018 0.704 1.759  0.18
H -1.467 -1.102 -0.033  0.18
H 0.011 -1.414 0.740  0.27
H 0.731 1.058 0.266  0.18
H -1.959 0.975 -1.081  0.18
H -1.129 2.258 -0.444  0.18
H -0.612 1.632 -2.003  0.21
H 0.597 -1.032 -1.786  0.35
H 2.889 -0.849 -1.556  0.07
H 2.565 0.014 0.055  0.07

The following is a quantum chemistry calculation of a 2-piece molecular cluster, C5H12NO overall at a distorted geometry, from OMol25.

Its total charge is 0. The relative energy (zero: lowest compared OMol25 entry of this formula, charge and spin) is 32.63 kcal per mole. Its HOMO energy (spin up / spin down) is -9.351 / -9.347 eV. The largest force on an atom comes out at 1.9 eV/A. The total energy comes out at -8913.7723 eV. As for the multiplicity: 2.

Each line ends with the Löwdin spin population.
Cartesian coordinates (Å):
C -2.261 -0.625 -0.871  0.00
C -2.041 -1.130 0.540  0.00
C -2.330 -2.400 0.823  0.00
H -1.332 -0.214 -1.262  0.00
H -2.551 -1.473 -1.491  0.00
H -3.025 0.149 -0.950  0.00
H -1.447 -0.517 1.198  0.00
H -2.060 -2.862 1.764  0.00
H -2.734 -3.039 0.049  0.00
C 3.006 0.568 0.030  0.00
N 2.304 1.807 0.364  0.01
C 0.947 1.807 -0.225  0.10
O 0.139 0.792 0.167  0.81
H 2.475 -0.324 0.383  0.00
H 4.013 0.574 0.439  0.00
H 3.088 0.491 -1.057  0.00
H 2.159 1.863 1.366  0.00
H 1.137 1.754 -1.308  0.04
H 0.514 2.780 0.042  0.03

The following is a quantum chemistry calculation of an isolated ion of composition C5H12NO and charge +1 at a distorted geometry, from OMol25.

Its total charge is +1. The relative energy (zero: lowest compared OMol25 entry of this formula, charge and spin) is 32.35 kcal per mole. Its HOMO energy is -14.637 eV. The SMILES is C=[NH+]CCCCO. The largest force on an atom comes out at 2.7 eV/A. The total energy comes out at -8909.2263 eV.

Each line ends with the natural charge from an NBO analysis.
Cartesian coordinates (Å):
C 1.675 1.065 1.588  0.13
N 1.318 0.985 0.369  -0.42
C 1.436 -0.162 -0.571  -0.24
C 0.366 -1.283 -0.354  -0.42
C -1.064 -0.990 0.240  -0.45
C -1.856 0.030 -0.518  -0.08
O -1.296 1.408 -0.520  -0.79
H 1.614 2.052 2.060  0.23
H 2.013 0.197 2.159  0.22
H 0.446 1.611 0.140  0.49
H 2.470 -0.520 -0.496  0.24
H 1.322 0.378 -1.511  0.24
H 0.873 -2.047 0.227  0.23
H 0.232 -1.729 -1.354  0.24
H -1.762 -1.850 0.027  0.26
H -1.053 -0.945 1.328  0.23
H -2.883 0.125 -0.157  0.20
H -1.971 -0.258 -1.577  0.19
H -1.881 1.932 -1.080  0.50

The following is a quantum chemistry calculation of a 2-piece molecular cluster, C5H12NO overall at a distorted geometry, from OMol25.

Its total charge is +1. The relative energy (zero: lowest compared OMol25 entry of this formula, charge and spin) is 34.84 kcal per mole. Its HOMO energy is -15.195 eV. The largest force on an atom comes out at 2.2 eV/A. The total energy comes out at -8909.1184 eV.

Each line ends with the natural charge from an NBO analysis.
Cartesian coordinates (Å):
C -1.712 0.260 -1.090  0.31
C 1.376 0.097 -0.093  0.44
C 2.514 -0.833 0.019  -0.69
C 1.541 1.492 0.375  -0.70
C -2.832 -0.527 0.808  -0.27
N 0.227 -0.277 -0.590  -0.63
O -2.312 0.529 0.004  -0.41
H -1.855 -0.691 -1.596  0.19
H 3.362 -0.418 -0.530  0.26
H 2.295 -1.830 -0.358  0.23
H 2.823 -0.902 1.064  0.26
H 0.886 1.680 1.226  0.26
H 1.242 2.189 -0.407  0.26
H 2.566 1.698 0.669  0.25
H -3.566 -0.077 1.477  0.23
H -2.023 -0.964 1.401  0.21
H -3.305 -1.302 0.199  0.20
H -1.439 1.124 -1.683  0.22
H 0.213 -1.248 -0.892  0.37

The following is a quantum chemistry calculation of a 2-piece molecular cluster, C5H12NO overall at a distorted geometry, from OMol25.

Its total charge is +1. The relative energy (zero: lowest compared OMol25 entry of this formula, charge and spin) is 167.25 kcal per mole. Its HOMO energy (spin up / spin down) is -13.887 / -12.290 eV. The largest force on an atom comes out at 3.3 eV/A. The total energy comes out at -8903.3766 eV.

Each line ends with the natural charge from an NBO analysis.
Cartesian coordinates (Å):
C -0.191 1.612 0.326  -0.07
C 0.507 0.610 -0.470  0.11
C 1.809 -0.593 1.282  -0.64
C 1.825 -0.001 -0.097  -0.44
C -1.840 -0.090 -0.360  0.24
N -2.297 -1.340 -0.199  -0.77
O -0.613 0.212 0.303  -0.33
H 0.183 1.772 1.315  0.25
H -0.935 2.158 -0.263  0.25
H 0.225 0.741 -1.452  0.24
H 1.811 -1.655 1.118  0.24
H 0.916 -0.439 1.854  0.21
H 2.717 -0.295 1.870  0.25
H 1.908 -0.760 -0.950  0.23
H 2.579 0.699 -0.355  0.26
H -2.659 0.667 -0.346  0.22
H -1.141 0.287 -2.657  -0.10
H -1.574 -2.104 -0.312  0.42
H -3.230 -1.480 -0.609  0.44

Sequential M output: 102.16 102.16 102.16 102.16 102.16 102.16 g/mol